{
  "formula": "C35H36FN2O21",
  "method": "ωB97M-V/def2-TZVPD",
  "elements": ["O", "C", "F", "N", "C", "O", "C", "C", "C", "C", "C", "C", "O", "C", "O", "C", "C", "O", "N", "H", "H", "H", "H", "H", "H", "H", "H", "H", "H", "H", "H", "H", "H", "H", "H", "H", "H", "H", "H", "C", "C", "C", "O", "C", "C", "C", "O", "O", "O", "H", "H", "H", "H", "C", "C", "C", "O", "C", "C", "C", "O", "O", "O", "H", "H", "H", "H", "C", "C", "C", "O", "C", "C", "C", "O", "O", "O", "H", "H", "H", "H", "C", "C", "C", "O", "C", "C", "C", "O", "O", "O", "H", "H", "H", "H"],
  "positions_angstrom": [[-6.664, 1.464, -4.418], [-5.493, 1.505, -4.722], [-4.850, 2.654, -4.924], [-4.656, 0.357, -4.922], [-3.350, 0.474, -4.369], [-2.357, 0.680, -5.039], [-3.238, 0.261, -2.886], [-3.783, 1.501, -2.169], [-3.019, 1.791, -0.880], [-2.519, 0.520, -0.235], [-1.477, -0.132, -1.123], [-0.055, 0.308, -0.859], [0.016, 1.644, -0.438], [1.191, 2.284, -0.897], [1.098, 3.656, -0.882], [-0.122, 4.192, -1.354], [0.083, 5.576, -1.931], [-0.697, 5.732, -3.119], [-1.811, 0.022, -2.600], [-4.503, 0.286, -5.925], [-3.808, -0.609, -2.609], [-3.630, 2.345, -2.826], [-4.848, 1.425, -2.030], [-3.592, 2.393, -0.197], [-2.146, 2.359, -1.146], [-2.058, 0.733, 0.713], [-3.327, -0.174, -0.060], [-1.478, -1.190, -0.916], [0.558, 0.111, -1.739], [0.310, -0.336, -0.073], [1.997, 2.045, -0.215], [1.481, 1.937, -1.890], [-0.501, 3.571, -2.162], [-0.863, 4.181, -0.568], [-0.253, 6.332, -1.238], [1.105, 5.734, -2.217], [-1.589, 5.457, -2.926], [-1.558, -0.849, -3.053], [-1.207, 0.733, -3.016], [-0.457, -3.688, 2.102], [-0.607, -4.644, 3.035], [0.146, -4.598, 4.341], [-0.059, -5.480, 5.143], [1.072, -3.496, 4.561], [1.219, -2.552, 3.624], [0.448, -2.587, 2.337], [0.627, -1.674, 1.541], [2.046, -1.524, 3.763], [-1.414, -5.670, 2.876], [-0.992, -3.711, 1.163], [1.619, -3.478, 5.493], [1.965, -0.992, 2.952], [-1.341, -6.220, 3.686], [4.494, 3.276, -2.510], [5.284, 4.338, -2.713], [5.932, 4.596, -4.047], [6.618, 5.589, -4.159], [5.700, 3.640, -5.121], [4.911, 2.579, -4.910], [4.246, 2.339, -3.586], [3.523, 1.361, -3.469], [4.659, 1.670, -5.843], [5.544, 5.233, -1.776], [4.025, 3.080, -1.555], [6.182, 3.825, -6.071], [4.069, 1.015, -5.433], [6.133, 5.896, -2.186], [-2.096, -9.663, 2.687], [-2.887, -10.628, 2.198], [-3.952, -11.283, 3.035], [-4.638, -12.135, 2.508], [-4.097, -10.863, 4.419], [-3.303, -9.902, 4.907], [-2.258, -9.231, 4.062], [-1.590, -8.351, 4.578], [-3.377, -9.471, 6.157], [-2.798, -11.073, 0.957], [-1.330, -9.185, 2.094], [-4.854, -11.350, 5.017], [-2.697, -8.780, 6.252], [-3.482, -11.764, 0.868], [3.391, 4.069, 3.211], [2.813, 4.869, 4.118], [2.183, 6.181, 3.735], [1.660, 6.835, 4.614], [2.234, 6.589, 2.341], [2.820, 5.793, 1.438], [3.424, 4.468, 1.816], [3.904, 3.787, 0.928], [2.906, 6.093, 0.152], [2.747, 4.571, 5.404], [3.842, 3.123, 3.476], [1.793, 7.540, 2.078], [3.382, 5.348, -0.261], [2.281, 5.313, 5.832]],
  "forces_ev_per_angstrom": [[3.1, 0.2, -0.8], [-3.5, -0.6, 1.0], [0.1, -0.1, 0.0], [0.7, 0.8, 0.0], [0.7, 0.0, -1.1], [-0.9, -0.5, 0.5], [-0.6, 0.6, -0.2], [0.5, 0.4, 0.0], [0.1, -0.3, -0.2], [-0.1, 0.1, -0.3], [0.2, -0.2, 0.5], [-0.1, -0.1, 0.3], [-0.3, 0.4, -0.7], [0.8, 0.1, 0.3], [-0.3, 0.4, 0.6], [0.4, -0.3, -0.4], [-1.0, 0.1, -0.3], [0.5, -0.1, -0.3], [0.1, -0.2, 0.7], [-0.1, -0.2, -0.3], [0.0, -0.5, 0.2], [0.0, 0.4, -0.2], [-0.4, -0.3, 0.2], [-0.4, 0.2, 0.2], [0.3, 0.4, 0.0], [0.2, 0.0, 0.4], [-0.4, -0.2, 0.1], [-0.1, -0.5, -0.2], [0.2, 0.1, -0.2], [0.2, -0.2, 0.2], [0.4, -0.1, 0.2], [-0.3, -0.2, -0.4], [-0.1, -0.2, -0.4], [-0.3, 0.1, 0.4], [0.3, 0.4, 0.5], [0.5, 0.1, 0.0], [-0.5, 0.1, 0.1], [0.3, -0.1, -0.3], [-0.2, 0.2, -0.2], [0.1, 0.3, -0.1], [-0.1, 0.1, -0.3], [0.4, 0.4, 0.2], [-0.2, -0.2, 0.0], [-0.1, -0.1, 0.1], [0.1, -0.1, 0.3], [-0.3, -0.3, -0.2], [0.1, 0.1, 0.1], [0.0, 0.1, -0.1], [0.1, -0.1, 0.3], [0.0, -0.1, 0.0], [0.0, 0.0, 0.0], [0.0, 0.1, -0.1], [0.0, -0.2, 0.0], [-0.2, -0.2, 0.1], [-0.2, -0.2, 0.1], [0.0, -0.3, -0.5], [0.1, 0.2, 0.2], [0.1, 0.2, 0.1], [0.2, 0.1, -0.2], [0.0, 0.2, 0.5], [-0.1, -0.1, -0.2], [-0.1, -0.1, 0.0], [0.0, 0.1, 0.0], [0.1, 0.1, 0.0], [0.0, 0.0, 0.0], [-0.1, -0.1, 0.0], [0.1, 0.1, 0.0], [0.1, 0.2, 0.1], [0.2, 0.2, -0.1], [-0.1, 0.1, 0.5], [0.0, -0.1, -0.3], [-0.1, -0.1, -0.1], [-0.2, -0.2, 0.1], [0.1, -0.1, -0.5], [-0.1, 0.3, 0.2], [0.1, 0.1, 0.0], [-0.1, -0.1, 0.0], [0.0, 0.0, 0.0], [0.0, 0.0, 0.0], [0.1, 0.1, 0.0], [-0.1, -0.1, 0.0], [0.1, -0.1, -0.2], [0.2, -0.3, 0.0], [0.0, 0.3, -0.5], [0.0, -0.1, 0.3], [-0.1, 0.1, 0.2], [-0.1, 0.2, 0.0], [0.0, -0.2, 0.5], [0.0, 0.0, -0.3], [0.1, -0.1, -0.1], [-0.1, 0.1, 0.0], [0.0, 0.0, 0.0], [0.0, 0.0, 0.0], [0.0, 0.0, -0.1], [0.0, 0.1, 0.1]],
  "mulliken_charge": [-0.429, 0.589, -0.183, -0.216, 0.186, -0.564, 0.193, -1.217, 0.049, -1.214, -0.216, -0.995, -0.331, -0.595, -0.016, -0.330, -0.463, -0.576, -0.037, 0.426, 0.320, 0.554, 0.308, 0.719, -0.480, 0.525, 0.448, 0.422, 0.608, 0.354, 0.238, 0.533, 0.288, 0.343, 0.268, 0.230, 0.300, 0.485, 0.571, -1.092, 0.434, 1.049, -0.537, -0.954, 0.198, 1.035, -0.517, -0.592, -0.527, 0.467, 0.442, 0.312, 0.226, -0.824, 0.186, 0.885, -0.602, -0.986, 0.319, 1.151, -0.698, -0.562, -0.544, 0.577, 0.436, 0.349, 0.359, -1.092, 0.459, 0.982, -0.606, -0.938, 0.341, 1.056, -0.648, -0.564, -0.571, 0.429, 0.426, 0.348, 0.367, -1.175, 0.295, 1.022, -0.610, -0.872, 0.319, 1.089, -0.529, -0.562, -0.576, 0.509, 0.480, 0.164, 0.365],
  "charge": 1,
  "lumo_energy_ev": -3.516,
  "total_energy_ev": -85564.8643,
  "spin_multiplicity": 1,
  "e_homo_ev": -11.148
}